Record 1
21
Properties=species:S:1:pos:R:3:forces:R:3 method="wB97M-V/def2-TZVPD" smiles=CC[C@@H](CN)NC e_tot_ha=-308.3784 orbital_gap_ev=9.417 relative_energy_kj_mol=117.37
H 1.2597 -1.3576 -2.4267 -0.3805 -0.2295 0.0539
H -2.8881 1.3970 0.8947 0.0872 -0.7015 -0.3044
C -1.1322 0.9697 -0.2529 -1.7309 -0.7403 0.7552
C 0.9887 0.3584 0.8905 1.2461 0.1085 -0.4240
H -1.8687 2.5674 0.6946 0.0800 0.0098 0.4817
H -1.8366 0.6105 -1.0073 0.1560 0.1274 -0.3327
H -0.4680 1.7183 -0.6694 -0.0353 0.1289 -0.1805
H 1.9222 -1.2211 2.1636 0.2362 0.5478 -0.0724
H 3.0880 -0.3236 1.0849 -0.0617 -0.0133 0.2777
H 0.4740 0.1597 -2.1933 -0.0375 -0.1070 0.1506
N -1.8898 1.5667 0.8801 0.4795 1.3846 -0.3676
H -0.6919 -1.9975 -0.6443 0.0262 -0.0083 -0.2020
H -0.7759 -0.7400 1.0945 -0.6657 0.2731 -0.2901
C 2.0772 -0.7141 1.1964 -1.1414 -0.1612 -0.0395
H 1.4287 1.0898 0.1857 -0.0709 -0.3872 -0.1061
H 0.8419 0.9913 1.7718 -0.6064 -0.3016 -0.0038
C 0.3039 -0.9214 -2.0949 0.3989 0.9568 -0.3463
H 1.9233 -1.5176 0.4827 0.2874 -0.0356 -0.3182
C -0.3286 -0.2021 0.2519 2.0448 -0.4890 0.7947
H -0.4873 -1.1261 -2.8276 0.1167 -0.2829 0.1542
N -0.0203 -1.2521 -0.7275 -0.4289 -0.0793 0.3194

=====

Record 2
16
Properties=species:S:1:pos:R:3:forces:R:3 method="wB97M-V/def2-TZVPD" e_tot_ha=-362.6838 orbital_gap_ev=7.593 relative_energy_kj_mol=62.05 total_charge=-1
O 0.4804 -0.1560 -1.1302 0.6798 -0.2853 -0.5230
H 0.4793 -1.6276 -1.6188 -0.6596 0.2579 -0.3004
H -0.7143 2.5991 -0.6006 -0.0712 0.0825 0.4575
N -0.7601 1.9535 1.4545 -1.0181 0.6815 -0.2753
H -0.9761 -0.2185 0.3158 0.2272 0.2820 -0.1319
H 0.7535 1.8671 0.0865 -0.0932 0.0416 -0.3677
H 0.9567 -1.3829 0.4155 0.1166 0.7417 -0.2169
H 0.7816 -3.1141 -1.3004 -0.0465 -0.1878 -0.0391
C -0.3386 1.7988 0.0516 0.6502 -0.7528 -0.1134
H -1.5715 0.3258 -1.1820 0.6431 0.6666 -0.2363
H -0.5372 1.1158 1.9759 0.3645 -0.2307 -0.1756
H 2.2450 -1.4900 1.2577 0.1040 0.1031 -0.2261
C -0.6122 0.3946 -0.5766 -1.0424 -0.9062 1.4077
O 0.2985 -2.5843 -1.9403 0.4010 -0.1073 0.1689
O 1.2921 -1.4432 1.3299 -0.2280 -0.4851 0.4458
H -1.7771 1.9619 1.4614 -0.0274 0.0985 0.1257

=====

Record 3
64
Properties=species:S:1:pos:R:3:forces:R:3 method="wB97M-V/def2-TZVPD" e_tot_ha=-2217.8339 orbital_gap_ev=6.341 total_charge=-1
H 2.2257 -1.3229 -1.2045 -0.1668 -0.2534 0.4629
H -0.6277 -0.6532 -5.6177 -0.0613 0.3390 0.1972
C 0.5936 -2.7139 1.0684 -0.0272 0.5016 0.0531
F 2.9109 0.6506 5.4159 -0.1484 -0.4231 -0.7922
F 1.7169 3.1463 5.3771 0.2501 -0.1190 -0.7471
H -2.1794 -1.1143 -6.2832 -0.0528 0.1535 0.0770
H -0.5295 -2.9154 -5.6427 -0.3934 -0.2874 0.0893
H 0.0437 -3.5488 1.5172 0.4106 0.0985 0.2056
C 1.5086 -3.1541 -0.0891 -0.0524 -0.7385 -0.1026
H 3.6100 0.5742 -0.5787 -0.4749 0.1657 0.0751
H -1.6415 4.0808 0.6718 -0.0153 -0.6938 0.1864
C 1.6192 3.0355 0.5553 0.9235 -0.1793 -1.1449
F -0.8002 0.1143 4.6007 0.7289 0.6095 0.5802
H -0.6345 -3.6756 -2.6872 0.1555 0.2138 -0.3070
H -3.8389 -2.2465 -5.0076 -0.0016 0.2041 -0.0254
H -3.5801 -2.8356 -3.4044 0.0685 0.3869 0.3244
F 3.1879 0.0954 3.3019 -0.6550 0.0087 0.9809
C 1.1512 1.3169 3.8113 -0.0683 -0.3485 0.2398
C 1.0775 2.7988 -0.7653 1.5894 0.5659 -0.6519
O 0.7584 1.0745 2.5673 0.1045 -0.0054 1.0852
H 3.2394 1.9559 1.6521 -0.2837 -0.0897 -0.2796
H -2.7022 0.8779 3.4294 0.3771 -0.0479 -0.1610
C -1.1929 -3.0917 -4.7867 0.0568 -0.0636 0.5788
C -1.8848 -1.8105 -4.3180 -0.8226 0.0725 -1.3175
H -3.8023 -1.0339 -3.7040 0.0005 -0.4897 0.1704
F 0.4733 0.9772 6.1730 -0.5347 -0.0041 -0.6608
H 0.3874 3.4839 -1.2645 0.1594 -0.4312 0.0886
C 1.7290 2.7764 4.0701 -0.2363 0.5629 -0.6253
H 1.9062 1.5368 -2.4475 -0.3866 -0.2246 0.3317
H 1.1235 -4.0902 -0.5662 0.1560 0.5444 0.5437
Mg 0.0802 1.5784 0.7421 -0.0470 -1.1295 1.9208
C -1.6873 -0.7537 -5.3732 -0.0225 0.2199 -0.0234
C -2.3581 1.3723 2.5290 0.0561 0.4770 -0.7400
C -2.2697 0.7906 1.2419 -0.7254 0.8986 -0.1788
C -2.0111 1.8645 0.2946 -0.2900 -0.1297 0.6757
C -0.4350 -2.9385 -3.4824 0.5953 -0.0870 0.6673
C -3.3677 -1.9822 -4.0557 -0.0637 -0.0160 0.0173
H -2.1191 3.4799 3.2443 0.4144 -0.3457 -0.3326
C 0.0708 -1.3583 -0.7613 -1.2846 0.9356 -0.6919
H 2.5394 -3.3627 0.2103 -0.1411 0.0862 0.1552
H -1.8134 -3.9864 -4.9041 0.1511 0.2404 -0.0292
O -0.4223 -1.8877 0.4918 1.2168 0.3267 -0.2413
F 0.9628 3.6924 3.3996 0.9128 -0.7583 0.8123
H -2.5018 -0.2475 0.9915 0.1793 0.4339 0.0517
H 0.6447 -2.8568 -3.6800 -0.4395 0.1059 0.3598
H 1.2861 3.8037 1.2480 0.0895 -0.3202 -0.2387
O -1.0642 -1.6423 -3.1234 -0.2084 -1.5206 -2.6330
H -2.1252 1.8180 -0.7916 0.2390 -0.0738 0.3665
C 2.2568 0.2719 4.2813 0.1580 0.0371 -0.5257
C -1.8061 3.0665 1.0713 -0.6167 -0.0844 0.0026
C 2.6357 2.0571 0.7580 0.2490 0.7515 -0.3074
H 0.1824 -0.2042 -0.8991 -0.0570 -1.5821 1.0042
H -2.1503 0.1810 -5.0642 0.2404 0.2783 -0.1236
F 3.0141 2.9036 3.6242 -0.9908 0.0794 0.5135
F 1.6837 -0.9391 4.5192 0.6014 0.6777 -0.1389
C -2.0215 2.7500 2.4359 -0.9177 -0.2180 -0.7077
H -0.7949 -1.5739 -1.4170 1.2436 0.2118 0.6235
C 1.4036 -2.0465 -1.1346 -0.6775 0.1588 -0.2251
F -0.7961 2.2709 4.9376 0.5971 -0.8473 0.3346
C 2.8090 1.3028 -0.4183 -0.1615 0.4873 -0.1921
C -0.0010 1.1631 4.9074 -0.8280 0.0174 -0.4246
H 1.3174 -2.5238 -2.1157 0.2697 0.4226 0.4483
C 1.8746 1.7631 -1.3821 -0.2108 0.7256 0.5902
H 1.1356 -2.1147 1.8303 -0.1308 -0.4869 -0.2442

=====

Record 4
9
Properties=species:S:1:pos:R:3:forces:R:3 method="wB97M-V/def2-TZVPD" e_tot_ha=-791.9760 orbital_gap_ev=12.309 relative_energy_kj_mol=185.91 total_charge=+1
F -1.2149 0.9596 1.0980 0.6339 -1.2614 -1.9784
S -1.0757 -0.0906 -0.0806 -2.2873 -0.6968 1.1581
H 1.1976 0.8275 -0.4288 -0.2101 1.7982 -0.8065
F -2.4969 -0.6117 -0.0087 0.3110 -0.0991 0.2699
F -1.3464 0.7895 -1.2756 0.5271 0.9404 0.1191
C 1.3905 -0.0181 0.1349 -1.4228 -3.0842 -2.9699
N -0.1030 -1.1708 -0.1873 1.7232 2.6211 1.3827
H 1.6311 0.0180 1.1103 -0.0760 0.2750 3.5658
H 2.0178 -0.7035 -0.3622 0.8008 -0.4933 -0.7409

=====

Record 5
25
Properties=species:S:1:pos:R:3:forces:R:3 method="wB97M-V/def2-TZVPD" smiles=CC(C)CN.O.O.O e_tot_ha=-443.0508 orbital_gap_ev=9.620 relative_energy_kj_mol=69.59
C -0.3594 -0.4995 -1.7391 -1.6527 -0.2950 0.4085
C -0.0823 -1.3404 -0.5011 2.0558 0.3966 0.2591
H -0.8935 -1.1542 0.1907 -0.0902 -0.2480 0.3667
H 1.8483 -0.2873 2.5617 -0.1221 0.0657 -0.1517
H -1.5777 -0.9848 3.0435 0.0565 -0.5659 0.2394
O 3.0655 0.9159 0.9072 0.2238 0.4647 0.3688
H 0.0962 -2.3943 -0.6683 -0.5755 -0.3850 -0.3825
H 2.8380 1.8562 0.7958 0.0366 -0.6328 -0.2142
H -1.7526 0.9768 -0.9397 0.5058 -0.1334 0.4366
H -2.1166 -0.2746 -2.9558 0.0091 -0.2314 -0.6245
H 0.8271 0.8525 0.1967 -0.3918 -0.4822 -0.1392
H -0.1454 2.1172 0.3115 0.0314 0.1076 -0.1357
C -1.6631 -1.0546 -2.3469 -0.2008 0.6869 0.2928
H 2.2087 0.9391 3.3148 0.1899 0.3529 0.1231
H 0.8900 -1.0712 -0.0059 -0.8024 0.1206 -0.1895
O -1.8335 -0.1388 2.6917 0.3905 0.7525 -0.2053
H -1.6192 -2.0217 -2.8410 0.3766 0.1275 -0.3191
N 0.2793 1.4888 -0.3590 0.1479 1.1804 0.5514
H -0.7119 1.5549 -2.2103 0.0831 -0.0022 0.4592
C -0.6965 0.9609 -1.2717 0.1852 -0.9515 -1.7660
O 1.4462 0.4081 3.0931 -0.4079 -0.4091 0.1996
H 2.9733 0.5038 0.0500 0.0263 0.1377 -0.4376
H 0.3691 -0.5563 -2.5448 0.5889 0.2708 0.3737
H -2.3747 -1.1803 -1.5479 -0.3544 -0.1454 0.5241
H -1.0155 0.3835 2.7748 -0.3095 -0.1819 -0.0378

=====

Record 6
70
Properties=species:S:1:pos:R:3:forces:R:3 method="wB97M-V/def2-TZVPD" s_squared=2.03 e_tot_ha=-3010.8464 orbital_gap_ev="4.956 / 5.175" relative_energy_kj_mol=130.57 total_charge=+3 multiplicity=3
C 2.5162 -0.1087 1.4294 0.5208 0.2986 0.4753
H -5.1146 -1.1457 -0.4670 0.6644 0.1780 -0.8561
C -0.2362 2.9233 2.2592 -0.3950 -0.2259 0.0824
C 3.5799 0.6723 1.9380 0.0553 0.0378 -0.1746
H -2.1050 -0.7495 1.5278 0.2210 0.0902 -0.0111
H 0.5565 1.3175 4.2452 -0.1760 -0.0339 -0.0532
C -2.7404 -1.3250 0.8675 0.9889 -0.6041 -0.2491
H -1.3590 -2.0943 5.9984 0.1768 0.0622 -0.0676
H 2.5291 5.0187 0.5920 -0.0222 -0.1173 0.1464
P 0.7476 -0.4617 -2.7956 2.1966 0.4000 -0.6912
C -3.4349 -2.7687 -5.9146 -0.0636 0.2021 -0.1185
H 0.5612 -0.3493 -5.2736 0.3623 -0.5110 0.5988
C -0.1980 4.3016 2.4499 -0.2103 -0.4193 -0.0633
C 5.1050 -1.1847 1.6637 0.2653 0.2667 -0.0087
C 0.7295 2.2491 1.4883 -0.1158 0.4390 -0.1086
H 1.9390 -2.1483 0.9825 0.0347 0.1261 -0.1201
C -2.7186 -2.2014 -4.6782 1.1771 -3.5190 1.9993
C 2.7558 -1.4729 1.2172 0.2749 -0.2495 -0.3273
H -2.1257 1.6527 0.3176 0.0874 0.1778 0.3176
H -3.6672 -1.5363 1.4123 -0.2314 0.2794 -0.7677
C 1.7349 3.0491 0.9132 0.1016 -0.0658 -0.4350
C 1.7679 4.4305 1.0952 0.1111 -0.4104 -0.3675
H -3.8072 1.1858 0.5059 0.0147 0.0781 0.2651
Cl -1.7748 2.5662 -3.1070 0.7429 0.0745 1.5428
H -1.0404 2.3667 2.7272 0.0413 -0.0395 0.0551
H -2.2294 -2.2651 0.6744 0.0467 -0.2904 0.3660
C 0.1352 0.3231 4.1315 -0.1180 0.1064 0.0401
C 4.8786 0.1554 2.0204 -0.2742 -0.3580 -0.1064
H -4.3023 -1.9493 -1.8961 -0.4479 0.3696 0.2879
H -1.0869 -3.3584 3.8529 0.1334 0.3342 0.1456
C -4.4633 -0.9869 -1.3674 0.0057 -0.2574 -0.6634
H 1.5432 1.7119 -1.8354 0.0486 0.0582 0.4189
C 0.8034 5.0552 1.8675 -0.0032 -0.0497 -0.2695
H -3.3199 1.9284 -0.9960 -0.1123 0.0974 0.0550
H 2.4983 2.5913 0.2914 0.0439 0.0252 0.1149
C 4.0433 -2.0099 1.2875 -0.2839 0.3430 0.1157
C 2.0814 -1.3082 -1.8938 -0.8276 -0.5188 0.6598
H -2.9273 -2.3806 -6.8309 -0.4141 -0.2915 0.6142
H 0.4459 -2.0119 -4.5464 0.4670 0.3891 -0.3235
H -0.1269 -2.2324 1.9186 -0.0503 0.0550 -0.0932
O -2.2042 -2.8725 -3.8072 -1.2039 1.8845 -2.0193
H 2.9426 -1.6835 -2.4572 -0.5108 0.2153 -0.4382
C -2.9928 1.2416 -0.2130 -0.2835 0.2989 -0.5285
I -2.4961 -0.0005 -4.2623 -0.2570 -0.1411 -0.4310
C -0.3990 -0.3075 5.2556 -0.0608 -0.3222 -0.2324
H 2.3811 1.1704 -3.2582 0.3080 0.0075 0.0051
P 0.7864 0.4460 1.3728 1.6105 -0.5964 2.2812
H 4.1964 -3.0657 1.0480 0.0216 0.3938 0.2048
C 0.1438 -0.3161 2.8776 -0.2096 0.0982 0.6927
W -1.0687 0.7559 -1.7147 0.8931 -1.5729 -0.9698
C -0.8832 -1.6197 5.1447 -0.0614 0.2494 0.1359
P -2.7915 -0.5254 -0.7677 -2.6879 0.1273 2.1136
O 0.0869 -0.3086 0.2184 -1.5801 1.8288 -2.8346
H -4.9230 -0.2582 -2.0765 0.4632 -0.5022 0.6075
H 5.7095 0.7927 2.3577 -0.5252 -0.3986 -0.1180
H 0.7973 6.1282 1.9552 0.0907 0.1815 0.1749
H -0.9678 4.7920 3.0308 -0.0016 -0.1037 0.0549
C -0.2244 -1.6666 2.8356 -0.4003 -0.2298 0.0482
C -0.7646 -2.3196 3.9473 0.3127 0.4110 -0.2755
H 2.4544 -0.6548 -1.1150 -0.0765 0.1005 0.1477
H 2.0860 -1.2050 -4.6683 -1.0522 0.1980 0.1706
C 1.3941 1.2582 -2.8108 -0.2261 0.4250 -0.5208
H -3.4136 -3.9194 -5.8972 0.1197 1.8794 0.2403
H 3.4024 1.6817 2.3074 0.0523 -0.1665 -0.2883
C 0.9865 -1.0426 -4.5118 -0.6178 -0.2364 -0.2530
H -4.4872 -2.3939 -5.9196 0.7417 -0.2861 -0.0632
H 6.1224 -1.5870 1.6957 -0.4071 0.1461 0.0338
H -0.4573 0.2213 6.2131 0.1059 -0.2382 -0.4372
H 0.8407 1.9491 -3.4473 -0.0129 -0.0051 -0.0758
H 1.5689 -2.1398 -1.4059 0.4185 -0.1732 0.1492